A cluster of 2 separate species, C28H25O6S2 in total at a distorted geometry. Source: the Open Molecules 2025 dataset; level of theory: wB97M-V/def2-TZVPD.

Properties
2S+1	1
net charge	-1
molar mass	521.636	g mol⁻¹
frontier orbital gap	5.5	eV

The geometry in XYZ format:
```
61
Properties=species:S:1:pos:R:3:forces:R:3
C -6.720 0.719 -2.614 0.5 -0.3 0.8
O -6.329 0.407 -1.248 -0.2 0.0 -0.4
C -5.049 0.049 -0.950 1.1 -0.2 -0.2
C -4.705 -0.119 0.423 -0.8 0.2 -0.9
C -3.392 -0.293 0.795 0.4 0.4 -0.1
C -2.353 -0.253 -0.157 -0.3 0.2 -0.6
C -0.967 -0.069 0.238 -2.0 2.0 -0.8
C -0.128 0.534 -0.662 0.4 1.0 -0.4
S 1.604 0.193 -0.904 0.1 0.3 0.6
C 1.669 -1.514 -1.465 -0.4 -0.3 -0.1
C 1.452 -2.559 -0.575 0.1 0.0 0.3
C 1.530 -3.880 -1.000 0.1 0.1 -0.4
C 1.785 -4.154 -2.345 0.0 0.1 0.1
C 1.954 -3.104 -3.254 0.0 0.0 0.2
C 1.890 -1.780 -2.819 0.0 0.1 0.1
O 2.014 0.940 -2.078 -0.1 0.0 0.3
O 2.326 0.360 0.333 0.1 -0.3 -1.0
S -0.738 1.956 -1.611 0.3 -0.9 -0.8
C 0.522 3.248 -1.542 -0.2 0.0 0.3
C 1.158 3.686 -2.701 0.1 -0.1 0.1
C 2.139 4.672 -2.599 -0.3 0.0 0.1
C 2.451 5.227 -1.356 -0.1 -0.2 0.1
C 1.769 4.808 -0.211 -0.1 0.0 -0.1
C 0.776 3.835 -0.305 0.2 -0.1 -0.2
O -0.806 1.520 -2.991 -0.5 0.8 -0.3
O -1.888 2.525 -0.933 0.4 -0.3 -0.3
C -2.727 -0.303 -1.524 0.0 -0.2 0.4
C -4.045 -0.169 -1.927 -0.8 0.3 0.5
H -7.777 0.990 -2.538 0.3 -0.1 0.0
H -6.145 1.569 -3.012 -0.1 -0.3 0.2
H -6.604 -0.155 -3.272 0.0 0.2 0.2
H -5.503 -0.047 1.160 0.2 0.0 -0.1
H -3.120 -0.360 1.846 -0.1 0.0 -0.1
H -0.662 -0.146 1.291 -0.1 -1.0 -0.7
H 1.179 -2.330 0.450 0.1 0.1 0.1
H 1.386 -4.678 -0.272 0.0 0.2 -0.2
H 1.843 -5.188 -2.684 0.0 0.2 0.0
H 2.139 -3.307 -4.308 -0.1 0.0 0.2
H 1.997 -0.954 -3.516 0.0 -0.1 0.2
H 0.891 3.251 -3.662 0.1 -0.1 0.3
H 2.661 4.992 -3.499 -0.1 0.0 0.2
H 3.229 5.986 -1.276 -0.2 -0.2 0.0
H 1.995 5.232 0.766 0.0 0.0 -0.2
H 0.202 3.513 0.563 0.2 0.0 -0.1
H -1.980 -0.434 -2.301 0.0 0.1 0.3
H -4.286 -0.156 -2.994 0.1 0.0 0.4
C 2.568 -3.354 5.584 0.1 0.0 0.1
C 2.291 -2.212 4.643 -0.2 0.7 -0.2
C 3.174 -1.127 4.692 0.4 0.0 0.2
C 2.969 0.016 3.916 -0.5 -0.2 0.2
C 1.883 0.084 3.049 0.0 -0.6 0.1
C 1.073 -1.084 2.804 0.8 -0.3 0.5
O 0.304 -1.208 1.763 1.3 -0.9 2.5
C 1.222 -2.163 3.755 0.2 0.4 -0.6
H 1.730 -4.052 5.667 0.1 0.1 0.0
H 3.464 -3.905 5.264 -0.2 0.0 0.0
H 2.795 -2.938 6.575 -0.1 -0.3 -0.1
H 4.008 -1.189 5.397 -0.1 0.1 -0.2
H 3.659 0.863 4.009 -0.3 -0.3 0.0
H 1.721 0.982 2.468 0.0 -0.2 -0.1
H 0.499 -2.971 3.658 0.2 -0.1 0.1
```
Positions in Å, forces in eV/Å.